--- A ---
# C5H14IN2

A structure of composition C5H14IN2 (the ωB97M-V functional and the def2-TZVPD basis, the Open Molecules 2025 dataset).

Last column: Mulliken charge in e.
Positions of all 22 atoms, in Å:
C (0.66717, 3.23553, -0.05586)  -1.047
C (-3.03485, -2.96068, 0.95110)  -0.898
C (1.88291, 0.04951, -1.16465)  -0.983
C (0.80039, 1.77582, 0.36247)  -0.351
C (-2.44182, -1.69323, 0.52622)  0.479
N (-1.27454, -1.56945, 0.03715)  -0.217
N (0.70052, 0.80618, -0.78108)  -0.347
I (-3.46515, 0.11336, 0.58050)  0.239
H (1.55374, 3.70709, -0.44191)  0.347
H (-0.26176, 3.42018, -0.64711)  0.297
H (0.69338, 3.70458, 0.97520)  0.310
H (-2.45599, -3.46556, 1.73515)  0.346
H (-4.03228, -2.55573, 1.46272)  0.313
H (-3.27358, -3.54883, 0.13179)  0.341
H (1.82097, -0.64771, -2.15012)  0.257
H (2.82645, 0.69251, -1.35940)  0.307
H (2.01401, -0.50422, -0.34075)  0.410
H (-0.14528, 1.54951, 0.81381)  0.126
H (1.59986, 1.43902, 0.98241)  0.460
H (-0.63189, -2.35417, -0.04788)  0.280
H (-0.86642, -0.65691, -0.30664)  0.121
H (0.33478, 1.21070, -1.62331)  0.207

Summary:
Lowest unoccupied orbital energy (eV): -4.51
Kohn-Sham gap (Eh): 0.28279
Net charge: +1
Highest occupied orbital energy (eV): -12.204
Molecular weight (u): 229.09


--- B ---
# C5H14IN2

A cluster of 2 separate species, C5H14IN2 in total (the ωB97M-V functional and the def2-TZVPD basis, the Open Molecules 2025 dataset).

Last column: Mulliken charge in e.
Positions of all 22 atoms, in Å:
C (0.03856, 2.10666, 0.90968)  -1.310
C (2.10001, -0.51417, -0.95665)  -1.187
C (0.68407, 1.34782, -0.18978)  -0.365
C (0.99209, -0.14219, 0.10264)  -0.051
C (-0.23631, -1.05732, 0.21200)  0.375
N (-0.53421, -1.51531, 1.41738)  -0.282
N (-0.76549, -1.58676, -0.90597)  -0.190
I (-3.67602, 0.02556, -0.10470)  -0.066
H (0.43192, 3.07793, 0.68385)  0.395
H (-1.09189, 2.18558, 0.80007)  0.245
H (0.38262, 2.01455, 1.91872)  0.393
H (2.46908, -1.49866, -0.65467)  0.378
H (2.81152, 0.34913, -1.00534)  0.359
H (1.50280, -0.58977, -1.88962)  0.297
H (1.72197, 1.74953, -0.34934)  0.329
H (0.02637, 1.44398, -1.04860)  0.289
H (1.49719, -0.07482, 1.11729)  0.291
H (-0.45828, -0.93732, 2.16435)  0.237
H (-1.18777, -2.21495, 1.51163)  0.252
H (-0.51176, -1.35733, -1.79555)  0.179
H (-1.37950, -2.39193, -0.81154)  0.288
H (-4.81699, -0.42022, -1.12587)  0.147

Summary:
Lowest unoccupied orbital energy (eV): -3.70
Kohn-Sham gap (Eh): 0.35574
Net charge: +1
Highest occupied orbital energy (eV): -13.379
Molecular weight (u): 229.09


Which structure wins on stability? B wins.


--- A ---
# C4H4FNOS

An isolated molecule of C4H4FNOS (the ωB97M-V functional and the def2-TZVPD basis, the Open Molecules 2025 dataset).

Last column: Mulliken charge in e.
Positions of all 12 atoms, in Å:
O (1.17100, -2.30532, -1.20451)  -0.469
C (0.63655, -1.34354, -0.66908)  0.075
C (-0.66191, -0.76501, -1.27133)  0.340
F (-0.94700, -1.58084, -2.38427)  -0.233
C (-1.12045, 0.54119, -0.99318)  -0.588
C (-0.88087, 1.34483, 0.21269)  0.204
N (0.16110, 0.92967, 0.84644)  -0.393
S (0.67342, 1.54084, 2.48523)  -0.182
H (0.92469, -1.03269, 0.31552)  0.371
H (-1.85970, 0.76772, -1.69234)  0.360
H (-1.53993, 2.26732, 0.31480)  0.338
H (1.88762, 0.84189, 2.79314)  0.175

Summary:
Lowest unoccupied orbital energy (eV): -1.07
Kohn-Sham gap (Eh): 0.30208
SMILES: O=C/C(F)=C\C=N\S
Highest occupied orbital energy (eV): -9.294
Molecular weight (u): 133.15


--- B ---
# C4H4FNOS

An isolated molecule of C4H4FNOS (the ωB97M-V functional and the def2-TZVPD basis, the Open Molecules 2025 dataset).

Last column: Mulliken charge in e.
Positions of all 12 atoms, in Å:
C (-2.10759, -1.75777, -0.11437)  -0.891
C (-0.98170, -0.82407, -0.26370)  0.294
O (-0.92572, 0.36510, 0.43570)  -0.344
C (0.34977, 0.77924, 0.32229)  0.499
S (0.90622, 2.27777, 1.06666)  -0.272
N (1.08759, -0.00639, -0.41961)  -0.545
C (0.22153, -1.00400, -0.77712)  0.571
F (0.61488, -2.09843, -1.38342)  -0.263
H (-3.16839, -1.30815, -0.43648)  0.252
H (-2.21914, -2.07471, 0.95323)  0.259
H (-1.61689, -2.63036, -0.67117)  0.250
H (1.87153, 2.41817, -0.01228)  0.190

Summary:
Lowest unoccupied orbital energy (eV): 0.58
Kohn-Sham gap (Eh): 0.34226
SMILES: Cc1oc(S)nc1F
Highest occupied orbital energy (eV): -8.732
Molecular weight (u): 133.15


Which structure wins on stability? B wins.


--- A ---
# H29O15

A cluster of 15 separate species, H29O15 in total (the ωB97M-V functional and the def2-TZVPD basis, the Open Molecules 2025 dataset).

Last column: Mulliken charge in e.
Positions of all 44 atoms, in Å:
O (0.72960, -2.86609, 2.50697)  -0.662
H (0.51961, -3.36450, 1.70404)  0.297
H (-3.82561, -2.45027, -1.65999)  0.329
O (-1.08584, -0.84937, 1.85199)  -0.777
H (-1.70720, -1.23944, 2.35108)  0.261
H (-1.50552, -0.14906, 1.16588)  0.329
O (-3.03095, -2.90962, -1.93568)  -0.742
H (-1.14040, -1.48108, -0.01975)  0.427
H (0.99047, 1.53131, -0.56620)  0.301
O (-3.71948, -0.98420, -3.75044)  -0.720
H (-3.30995, 0.90806, 3.79685)  0.309
H (-3.26825, -1.71429, -3.37784)  0.370
O (-1.01280, 3.83146, -1.33199)  -0.553
H (-1.49157, 4.13503, -2.10736)  0.272
H (-2.57989, 0.94084, -1.03118)  0.445
O (5.13795, -0.84216, -2.09920)  -0.639
H (1.92709, -1.96248, -0.22760)  0.264
H (4.91898, 0.02804, -1.73492)  0.299
O (-0.55775, -1.82269, -0.72485)  -0.765
H (-0.10913, 4.03135, -1.60070)  0.304
H (-0.06382, -1.00540, -0.89127)  0.396
O (4.55135, -1.14480, 1.36399)  -0.641
H (4.59915, -2.10322, 1.35682)  0.279
H (0.29236, -2.02564, 2.25758)  0.408
O (-4.04888, 0.63914, 3.24856)  -0.655
H (-3.87269, 0.76391, 2.30962)  0.328
H (-2.27605, -2.39150, -1.62620)  0.419
O (2.77027, -2.38338, -0.48766)  -0.538
H (-3.64259, -0.19838, -3.18538)  0.405
O (0.10233, 4.23154, 1.99086)  -0.660
H (-0.30695, 3.43997, 1.63136)  0.326
H (2.46949, -3.25156, -0.18424)  0.290
O (4.56372, 1.74033, 1.26913)  -0.644
H (4.72611, 1.70666, 2.21124)  0.315
H (4.75451, 0.85443, 0.93422)  0.341
O (-2.70164, 0.86715, -2.06100)  -0.802
H (-1.78846, 0.61531, -2.24843)  0.326
H (3.63233, -0.92291, 1.20102)  0.345
O (0.55263, 0.83542, -1.07960)  -0.629
H (4.38782, -1.33034, -1.74321)  0.323
H (-0.46192, 4.98843, 1.81361)  0.313
O (-2.06400, 0.85547, 0.36033)  -0.924
H (-0.24630, 0.85272, -0.52551)  0.196
H (-1.80813, 1.59584, 0.87505)  0.134

Summary:
Lowest unoccupied orbital energy (eV): 2.37
Kohn-Sham gap (Eh): 0.34547
Net charge: -1
Highest occupied orbital energy (eV): -7.029
Molecular weight (u): 269.22


--- B ---
# H29O15

A cluster of 15 separate species, H29O15 in total (the ωB97M-V functional and the def2-TZVPD basis, the Open Molecules 2025 dataset).

Last column: Mulliken charge in e.
Positions of all 44 atoms, in Å:
O (2.94509, 2.17075, -3.67621)  -0.670
H (2.60913, 1.55454, -4.36346)  0.321
H (2.69962, -1.19188, -1.10150)  0.387
O (-0.65366, -1.02761, -3.95907)  -0.705
H (-1.42139, -1.79078, -3.61882)  0.347
H (0.01061, -0.82123, -3.20762)  0.359
O (3.55581, -1.70802, -0.99907)  -0.694
H (-1.56628, 0.49806, -0.15524)  0.518
H (3.32248, -2.57672, -0.78908)  0.245
O (0.19445, -3.56460, 1.43131)  -0.597
H (-0.39152, -4.23559, 1.19512)  0.281
H (0.23960, -2.88459, 0.75158)  0.305
O (2.22526, -1.58953, 3.50031)  -0.696
H (2.27503, -1.23742, 2.58399)  0.373
H (1.40255, -2.08720, 3.47062)  0.280
O (0.03945, 1.80632, -0.72418)  -0.592
H (0.94780, 1.26983, -0.94099)  0.335
H (-0.20737, 2.31725, -1.42333)  0.158
O (-2.84954, -2.80688, -1.37195)  -0.667
H (-3.56851, -2.51505, -2.05126)  0.330
H (-2.69475, -2.06159, -0.83368)  0.311
O (1.50055, -0.22467, -1.16636)  -0.794
H (0.79701, -0.59874, -1.42543)  0.088
H (2.63583, 1.86300, -2.85241)  0.339
O (-2.54210, 3.13722, 3.71686)  -0.661
H (-2.60008, 2.41417, 3.15640)  0.362
H (-1.53039, 3.02338, 4.02065)  0.342
O (-2.94537, 0.74674, 1.34162)  -0.686
H (-2.06362, 1.14862, 1.26657)  0.528
O (-4.18388, 0.59053, -2.43092)  -0.600
H (-3.44909, 0.82590, -2.92219)  0.294
H (-4.35451, 0.57911, -1.58887)  0.266
O (-0.52137, 1.22127, 1.77150)  -0.749
H (0.32881, 0.83554, 1.44782)  0.457
H (-0.74549, 2.11896, 1.40668)  0.369
O (1.62017, -0.19462, 1.24238)  -0.875
H (1.90063, 0.64768, 1.51497)  0.226
H (1.66450, -0.33597, 0.13840)  0.401
O (-1.78180, 0.21485, -1.03932)  -0.252
H (-0.85222, -0.01993, -1.07752)  -0.245
H (-2.86479, -0.06219, 1.96800)  0.315
O (3.47688, 1.91925, 2.65793)  -0.731
H (4.22840, 1.61746, 1.97653)  0.342
H (3.16804, 1.01437, 3.15925)  0.337

Summary:
Lowest unoccupied orbital energy (eV): 2.47
Kohn-Sham gap (Eh): 0.36590
Net charge: -1
Highest occupied orbital energy (eV): -7.485
Molecular weight (u): 269.22


Which structure wins on stability? A wins.


--- A ---
# HNO2S

An isolated molecule of HNO2S (the ωB97M-V functional and the def2-TZVPD basis, the Open Molecules 2025 dataset).

Last column: Mulliken charge in e.
Positions of all 5 atoms, in Å:
N (-0.33398, -1.45296, 0.35776)  -0.168
S (0.63722, -0.22346, 0.39807)  0.584
O (-0.63375, 0.09433, 1.33833)  -0.323
O (0.64350, 0.71213, -1.04362)  -0.439
H (-0.31299, 0.86996, -1.05054)  0.346

Summary:
Lowest unoccupied orbital energy (eV): -1.36
Kohn-Sham gap (Eh): 0.33367
SMILES: N#S(=O)O
Highest occupied orbital energy (eV): -10.443
Molecular weight (u): 79.08


--- B ---
# HNO2S

An isolated molecule of HNO2S (the ωB97M-V functional and the def2-TZVPD basis, the Open Molecules 2025 dataset).

Last column: Mulliken charge in e.
Positions of all 5 atoms, in Å:
N (-1.20595, -0.87388, 0.00186)  -0.483
S (-2.42838, -0.21223, -0.01721)  1.023
O (-3.84530, -0.17001, 0.02080)  -0.499
O (-2.15624, 1.24334, 0.00737)  -0.483
H (-1.10240, 1.50900, -0.27692)  0.441

Summary:
Lowest unoccupied orbital energy (eV): -0.54
Kohn-Sham gap (Eh): 0.37867
SMILES: N#S(=O)O
Highest occupied orbital energy (eV): -10.847
Molecular weight (u): 79.08


Which structure wins on stability? B wins.